25
Properties=species:S:1:pos:R:3:forces:R:3 method="wB97M-V/def2-TZVPD" lumo_ev=0.64 de_lowest_kcal_mol=38.3 multiplicity=1
C -2.273 3.139 2.702 2.468 0.176 -3.621
C -1.486 2.245 1.729 0.519 -0.687 1.987
C -0.259 1.677 2.156 -0.099 0.399 1.543
C 0.394 0.886 1.250 1.143 0.014 1.181
C -0.048 0.840 -0.030 3.148 -0.792 -0.741
O 0.863 0.613 -1.010 0.299 -0.904 -1.146
C -1.243 1.195 -0.427 -2.018 0.412 -0.844
C -1.976 1.862 0.494 -1.712 1.235 0.603
H -2.584 3.891 1.989 -0.060 1.189 0.670
H -1.649 3.430 3.510 0.198 0.603 0.613
H -3.129 2.678 2.961 -2.838 -1.700 1.469
H 0.208 1.860 3.211 -1.176 -0.317 -2.072
H 1.334 0.373 1.422 0.177 0.274 0.458
H 1.670 0.314 -0.605 0.688 -0.158 0.142
H -1.531 1.056 -1.443 -0.332 0.020 -0.511
H -2.955 2.164 0.159 -0.334 0.373 0.303
C 2.673 -2.645 -2.032 2.339 1.927 -0.227
C 1.306 -3.003 -1.492 -2.154 -0.069 0.803
N 0.250 -2.162 -1.874 0.496 -1.210 -0.031
O 1.045 -3.954 -0.763 1.113 0.480 -0.908
H 2.766 -1.608 -2.580 -0.654 -1.798 1.240
H 3.080 -3.328 -2.797 -0.631 -0.159 0.440
H 3.488 -2.632 -1.210 -1.582 -0.128 -1.083
H -0.672 -2.315 -1.484 0.406 -0.589 0.231
H 0.422 -1.201 -1.949 0.596 1.409 -0.499